{
  "formula": "C4H8N2O",
  "method": "ωB97M-V with the def2-TZVPD basis set",
  "spin_multiplicity": 1,
  "gap_ev": 9.65,
  "elements": ["C", "C", "C", "C", "H", "H", "H", "H", "H", "H", "H", "H", "N", "N", "O"],
  "positions_angstrom": [[-1.27, -1.03, -0.38], [0.15, -0.46, -0.90], [1.39, -0.57, -0.05], [-0.21, 1.02, -0.86], [-0.55, 0.06, 1.48], [-2.12, -0.67, -0.89], [-1.42, -2.08, -0.65], [0.33, -0.81, -1.82], [1.79, -1.72, 0.18], [2.29, -0.01, -0.72], [1.82, 0.73, 1.48], [-0.56, 1.83, -1.64], [1.00, 0.51, 0.92], [0.37, 1.61, 0.20], [-1.44, -0.74, 0.99]],
  "nbo_charge": [-0.04, -0.33, -0.24, 0.05, 0.51, 0.17, 0.16, 0.22, 0.26, 0.18, 0.39, 0.25, -0.52, -0.25, -0.81]
}